{"formula": "C2H4N2O2S", "method": "ωB97M-V/def2-TZVPD", "de_lowest_kcal_mol": 89.10, "homo_ev": -8.8, "smiles": "ONC1=NOCS1", "symbols": ["C", "C", "H", "H", "H", "H", "N", "N", "O", "O", "S"], "xyz": [[0.052, 0.400, -0.058], [-0.827, -1.826, -0.282], [1.785, 2.139, 1.173], [-0.429, 2.364, -0.179], [-1.144, -2.081, 0.733], [-1.174, -2.596, -0.987], [0.178, 1.729, 0.345], [0.987, -0.460, 0.086], [1.489, 2.208, 0.263], [0.569, -1.707, -0.394], [-1.485, -0.170, -0.700]], "forces_ev_per_a": [[0.31, 0.00, 0.18], [-0.22, -0.22, -0.31], [0.29, 0.07, 0.17], [0.32, -0.32, 0.24], [0.13, 0.06, 0.06], [0.16, 0.38, 0.20], [-0.61, -0.08, -0.46], [-0.20, 0.57, 0.09], [-0.01, 0.04, -0.04], [-0.18, -0.39, -0.09], [0.01, -0.13, -0.03]], "lowdin_charge": [-0.67, -0.46, 0.10, 0.13, 0.08, 0.10, -0.07, 0.06, -0.03, -0.19, 0.95]}

{"formula": "C2H7OS2", "method": "ωB97M-V/def2-TZVPD", "de_lowest_kcal_mol": 8.35, "homo_ev": [-9.2, -9.4], "spin_multiplicity": 2, "symbols": ["C", "O", "H", "H", "H", "C", "S", "S", "H", "H", "H", "H"], "xyz": [[2.327, -0.031, 1.158], [3.253, 0.076, 1.903], [2.108, 0.749, 0.373], [-0.274, -3.484, -5.265], [1.757, -0.959, 0.911], [-1.740, 1.617, 0.119], [-1.555, -0.187, 0.187], [-0.068, -0.332, -1.229], [-1.828, 1.955, -0.924], [-2.699, 1.894, 0.568], [-0.950, 2.248, 0.515], [-0.536, -3.617, -4.591]], "forces_ev_per_a": [[0.34, 0.06, -2.25], [-0.26, -0.16, 0.61], [-0.10, 0.07, 0.79], [0.08, 0.04, -0.21], [0.10, 0.03, 0.95], [-1.09, 0.79, -0.70], [1.89, 0.80, -1.56], [-1.34, -0.35, 1.17], [0.01, -0.55, 0.16], [0.17, -0.13, 0.29], [0.29, -0.57, 0.53], [-0.08, -0.04, 0.21]], "lowdin_charge": [-0.19, 0.01, 0.06, 0.00, 0.05, -0.51, 0.37, 0.13, 0.03, 0.03, 0.04, 0.00]}

{"formula": "C2H3FLiOPb", "method": "ωB97M-V/def2-TZVPD", "de_lowest_kcal_mol": 0.00, "homo_ev": [-13.8, -10.3], "charge": 1, "symbols": ["H", "C", "C", "O", "Li", "Pb", "F", "H", "H"], "xyz": [[-0.777, -1.875, -0.751], [-0.942, -0.756, 0.014], [-0.136, 0.443, -0.347], [1.108, 0.418, 0.343], [0.903, -1.399, 0.920], [2.525, 1.738, 0.562], [-2.028, -0.374, 0.822], [-0.678, 1.385, -0.119], [0.026, 0.420, -1.444]], "forces_ev_per_a": [[-1.53, 3.39, 2.70], [-1.10, -1.19, -0.71], [-0.32, 0.78, -1.00], [-2.99, -3.89, -0.27], [0.49, 0.28, 0.30], [3.42, 3.25, 0.54], [1.84, -2.00, -1.92], [0.08, -0.68, -0.03], [0.10, 0.05, 0.39]], "lowdin_charge": [0.23, -0.12, -0.37, -0.83, 0.76, 1.06, 0.00, 0.14, 0.13]}

{"formula": "C3H3N3", "method": "ωB97M-V/def2-TZVPD", "de_lowest_kcal_mol": 41.37, "homo_ev": -10.5, "smiles": "CN(C#N)C#N", "symbols": ["C", "C", "C", "N", "N", "N", "H", "H", "H"], "xyz": [[0.951, -1.184, 0.334], [1.056, 1.166, -0.155], [-1.061, 0.047, -0.014], [1.167, -2.310, 0.452], [1.440, 2.117, -0.635], [0.493, 0.048, 0.259], [-1.523, -0.546, 0.780], [-1.353, 1.087, 0.001], [-1.171, -0.426, -1.022]], "forces_ev_per_a": [[0.98, -1.05, 0.19], [0.37, -1.71, 0.08], [1.67, -0.71, -0.39], [0.12, 0.21, -0.08], [0.89, 2.25, -0.70], [-3.65, 0.26, 0.26], [0.06, 0.20, -0.26], [-0.24, 0.06, -0.02], [-0.22, 0.50, 0.93]], "lowdin_charge": [-0.30, -0.31, 0.05, 0.17, 0.18, -0.08, 0.09, 0.08, 0.11]}

{"formula": "C3H4LiO4Tl", "method": "ωB97M-V/def2-TZVPD", "de_lowest_kcal_mol": 0.00, "homo_ev": [-22.3, -22.1], "spin_multiplicity": 2, "charge": 3, "symbols": ["O", "C", "C", "O", "O", "C", "Li", "H", "H", "Tl", "O", "H", "H"], "xyz": [[-0.793, -0.997, -0.156], [0.562, -0.717, 0.036], [-1.698, -0.031, -0.111], [1.245, -1.713, 0.228], [0.860, 0.491, 0.058], [-2.325, 0.626, -1.084], [2.935, -2.365, 0.385], [-3.313, 1.057, -0.930], [-2.056, 0.360, -2.105], [2.217, 1.804, -0.230], [-1.926, 0.484, 1.207], [-2.478, -0.089, 1.779], [-2.424, 1.385, 1.057]], "forces_ev_per_a": [[1.00, 0.51, 0.38], [-0.59, -5.56, 0.68], [-0.74, 1.55, -2.12], [-0.26, 1.95, -0.57], [-2.69, 0.55, 0.48], [-0.05, -2.09, -0.30], [0.32, -0.91, 0.13], [0.37, 0.73, 0.06], [-0.15, 0.15, 0.09], [3.41, 3.30, -0.75], [-1.36, 1.81, 0.71], [-0.16, -0.30, 0.45], [0.93, -1.70, 0.76]], "lowdin_charge": [0.21, -0.59, -0.33, 0.07, -0.17, 0.24, 0.90, 0.14, 0.13, 1.63, 0.27, 0.23, 0.27]}

{"formula": "C8H6BrNO2", "method": "ωB97M-V/def2-TZVPD", "de_lowest_kcal_mol": 40.55, "homo_ev": [-8.7, -8.7], "symbols": ["C", "C", "C", "C", "C", "C", "C", "C", "N", "O", "O", "Br", "H", "H", "H", "H", "H", "H"], "xyz": [[-0.300, 1.953, 1.771], [-1.002, 0.779, 1.550], [0.685, 2.295, 0.838], [-0.770, 0.066, 0.391], [0.309, 0.417, -0.456], [-1.685, -1.154, 0.000], [0.703, -0.307, -1.592], [0.491, -1.738, -1.858], [0.989, 1.551, -0.185], [-1.549, -1.948, 0.926], [-2.221, -1.124, -1.082], [1.705, 0.651, -2.837], [-0.493, 2.576, 2.629], [-1.769, 0.445, 2.231], [1.283, 3.189, 0.955], [0.390, -2.299, -0.930], [1.306, -2.141, -2.462], [-0.440, -1.890, -2.419]], "forces_ev_per_a": [[-0.76, -1.05, 0.00], [0.17, 1.22, 0.66], [0.54, 0.00, -0.47], [-0.52, -1.62, -1.24], [-0.56, 0.34, 0.74], [1.47, 1.63, 1.07], [0.29, 0.22, -0.18], [0.01, -0.15, -0.16], [0.84, 0.89, -0.33], [-0.27, -1.30, 0.68], [-0.91, -0.21, -1.26], [-0.17, -0.44, 0.13], [-0.02, 0.07, 0.07], [-0.04, -0.09, 0.00], [0.02, 0.10, 0.10], [-0.08, 0.06, 0.04], [0.00, 0.12, 0.06], [-0.01, 0.19, 0.09]], "lowdin_charge": [0.01, 0.02, -0.12, 0.00, -0.29, -0.74, -0.52, -0.09, 0.06, 0.05, 0.04, 0.92, 0.11, 0.13, 0.11, 0.10, 0.08, 0.12]}

{"formula": "C35H48N14O5PbS2", "method": "ωB97M-V/def2-TZVPD", "de_lowest_kcal_mol": 5.46, "homo_ev": -7.8, "symbols": ["Pb", "O", "C", "N", "C", "C", "C", "C", "C", "C", "N", "C", "C", "C", "C", "C", "N", "H", "H", "H", "H", "H", "H", "H", "H", "H", "H", "C", "N", "C", "C", "N", "N", "C", "N", "N", "H", "H", "H", "H", "H", "H", "H", "H", "H", "H", "H", "C", "C", "C", "C", "C", "C", "C", "S", "O", "O", "N", "C", "C", "C", "O", "O", "H", "H", "H", "H", "H", "H", "H", "H", "H", "H", "H", "H", "C", "C", "C", "C", "N", "N", "C", "H", "H", "H", "H", "H", "H", "H", "H", "C", "C", "C", "N", "N", "C", "N", "S", "H", "H", "H", "H", "H", "H", "H"], "xyz": [[0.515, 0.000, -0.736], [2.035, -0.813, -4.938], [1.836, -0.825, -3.718], [1.355, 0.172, -2.973], [1.254, 1.434, -3.665], [2.049, 2.510, -2.966], [1.675, 3.850, -3.079], [2.401, 4.817, -2.413], [3.491, 4.424, -1.647], [3.799, 3.074, -1.610], [3.105, 2.137, -2.248], [2.267, -2.082, -2.987], [2.268, -3.293, -3.672], [2.763, -4.417, -3.044], [3.279, -4.297, -1.760], [3.256, -3.053, -1.163], [2.753, -1.965, -1.751], [1.636, 1.319, -4.687], [0.213, 1.763, -3.743], [0.815, 4.113, -3.685], [2.125, 5.862, -2.483], [4.086, 5.143, -1.102], [4.650, 2.719, -1.036], [1.886, -3.310, -4.682], [2.754, -5.377, -3.543], [3.673, -5.152, -1.229], [3.656, -2.910, -0.163], [-3.296, 2.298, -3.426], [-2.549, 3.149, -2.510], [-2.728, 4.579, -2.665], [-1.547, 2.617, -1.740], [-1.240, 1.383, -1.659], [-0.874, 3.587, -0.989], [0.251, 3.459, -0.201], [0.573, 4.643, 0.432], [0.939, 2.392, -0.115], [-4.307, 2.690, -3.519], [-3.366, 1.279, -3.060], [-2.831, 2.270, -4.416], [-3.540, 4.748, -3.365], [-1.841, 5.076, -3.074], [-3.013, 5.064, -1.725], [-1.790, 0.727, -2.227], [-1.189, 4.532, -1.109], [-0.167, 5.290, 0.648], [1.286, 4.577, 1.138], [1.726, 2.468, 0.520], [-1.003, -2.243, 5.104], [-1.171, -2.945, 3.787], [-2.174, -3.896, 3.607], [-2.300, -4.582, 2.410], [-1.408, -4.309, 1.383], [-0.417, -3.356, 1.531], [-0.303, -2.676, 2.732], [-1.445, -5.274, -0.093], [-1.298, -6.661, 0.252], [-0.527, -4.711, -1.044], [-3.016, -5.101, -0.572], [-3.498, -3.768, -0.965], [-2.931, -3.168, -2.267], [-2.301, -1.786, -2.072], [-2.569, -0.897, -2.896], [-1.538, -1.651, -1.061], [-1.923, -2.263, 5.686], [-0.708, -1.205, 4.954], [-0.223, -2.731, 5.693], [-2.862, -4.099, 4.419], [-3.066, -5.332, 2.268], [0.228, -3.145, 0.695], [0.456, -1.911, 2.846], [-3.198, -5.812, -1.273], [-3.272, -3.104, -0.131], [-4.582, -3.858, -1.026], [-3.701, -3.078, -3.033], [-2.137, -3.814, -2.644], [-4.695, -0.960, 1.842], [-3.451, -0.152, 1.991], [-3.077, 0.793, 2.926], [-1.791, 1.215, 2.529], [-1.411, 0.570, 1.439], [-2.423, -0.256, 1.134], [-0.913, 2.257, 3.143], [-5.454, -0.610, 2.539], [-4.502, -2.015, 2.042], [-5.094, -0.879, 0.829], [-3.650, 1.130, 3.773], [-2.305, -0.850, 0.307], [-1.049, 2.294, 4.224], [-1.148, 3.248, 2.745], [0.131, 2.031, 2.923], [3.453, 2.804, 4.657], [3.775, 1.313, 4.537], [3.743, 0.855, 3.113], [2.665, 0.750, 2.424], [2.865, 0.339, 1.135], [4.123, 0.159, 0.849], [4.568, -0.166, -0.379], [5.181, 0.460, 2.202], [3.395, 3.102, 5.703], [2.495, 3.015, 4.184], [4.221, 3.408, 4.171], [3.039, 0.730, 5.093], [4.755, 1.102, 4.967], [3.859, -0.436, -1.058], [5.491, -0.545, -0.491]], "forces_ev_per_a": [[0.12, -0.38, -0.02], [0.00, -0.07, -0.09], [0.07, 0.07, 0.06], [-0.05, -0.06, 0.10], [0.00, -0.04, -0.04], [0.02, 0.08, 0.00], [0.05, 0.00, -0.03], [0.03, 0.00, -0.03], [-0.02, 0.00, -0.01], [0.04, 0.04, 0.00], [0.01, -0.03, -0.05], [0.04, 0.02, 0.00], [-0.09, 0.00, 0.00], [-0.03, -0.01, 0.00], [-0.06, -0.02, 0.04], [-0.09, -0.04, 0.09], [-0.12, 0.01, -0.05], [-0.04, 0.04, 0.05], [0.02, 0.03, -0.06], [-0.02, 0.00, -0.01], [-0.01, 0.00, 0.01], [0.03, 0.01, 0.01], [0.02, 0.00, 0.02], [0.00, -0.01, -0.02], [0.00, -0.01, -0.01], [0.03, 0.01, 0.00], [-0.02, 0.00, -0.01], [0.03, -0.02, -0.03], [-0.03, -0.06, 0.07], [0.03, 0.03, -0.04], [-0.04, 0.07, 0.02], [0.02, -0.11, -0.08], [-0.13, 0.03, 0.00], [0.01, -0.04, 0.16], [0.01, 0.08, -0.05], [-0.10, -0.03, -0.06], [0.01, 0.00, -0.01], [0.00, -0.06, 0.03], [0.00, -0.02, 0.00], [0.00, 0.00, 0.01], [0.00, 0.00, 0.00], [-0.01, 0.01, -0.01], [0.01, 0.06, -0.03], [0.05, -0.02, 0.00], [-0.05, -0.06, 0.07], [0.01, 0.01, 0.00], [0.00, -0.02, 0.03], [-0.01, -0.02, -0.03], [0.03, 0.04, -0.03], [-0.08, -0.01, -0.04], [0.04, -0.05, 0.03], [0.01, -0.04, -0.09], [-0.05, 0.10, 0.00], [-0.02, 0.05, 0.01], [0.05, -0.12, -0.08], [-0.11, 0.00, -0.05], [0.06, 0.07, 0.14], [0.02, 0.04, -0.10], [0.17, 0.10, -0.07], [-0.02, 0.00, 0.12], [-0.15, 0.00, -0.18], [0.02, 0.11, 0.05], [-0.01, 0.05, 0.06], [-0.01, 0.01, 0.01], [0.01, 0.06, 0.00], [0.00, 0.02, 0.02], [-0.01, -0.02, 0.00], [-0.02, 0.00, 0.04], [0.15, 0.05, -0.11], [0.02, 0.01, -0.01], [-0.05, -0.11, 0.10], [-0.01, 0.01, 0.02], [-0.01, 0.04, 0.01], [0.01, -0.06, 0.00], [0.01, 0.01, -0.03], [0.05, -0.03, 0.00], [0.03, -0.02, 0.03], [0.01, 0.02, -0.04], [-0.06, 0.01, 0.06], [0.11, -0.03, 0.06], [-0.10, 0.13, 0.04], [0.01, -0.06, -0.04], [-0.01, -0.02, 0.00], [-0.01, -0.05, 0.03], [-0.02, 0.00, 0.00], [-0.03, 0.02, 0.01], [0.01, -0.10, -0.03], [0.02, 0.01, 0.01], [0.01, 0.02, 0.02], [0.04, 0.01, 0.01], [0.02, -0.05, 0.01], [-0.02, 0.06, -0.01], [0.08, -0.04, 0.00], [-0.04, 0.02, 0.11], [-0.03, 0.11, -0.15], [0.22, 0.01, 0.04], [0.13, 0.17, 0.13], [-0.12, 0.01, -0.01], [0.01, 0.02, 0.01], [-0.01, 0.01, 0.01], [-0.01, 0.01, -0.02], [0.02, -0.01, 0.00], [-0.02, -0.02, 0.03], [-0.06, -0.09, -0.11], [-0.01, 0.00, 0.01]], "lowdin_charge": [1.36, 0.01, -0.52, -0.12, -0.19, -0.27, -0.05, -0.09, -0.09, -0.16, 0.12, -0.20, 0.01, -0.05, -0.06, -0.14, 0.05, 0.12, 0.10, 0.11, 0.10, 0.10, 0.10, 0.12, 0.11, 0.10, 0.10, -0.03, -0.14, -0.06, -0.40, 0.07, 0.16, -0.51, 0.16, 0.06, 0.09, 0.06, 0.10, 0.09, 0.09, 0.09, 0.03, 0.10, 0.10, 0.10, 0.05, -0.04, -0.26, -0.04, -0.05, -0.29, -0.05, -0.03, 0.63, -0.29, -0.29, -0.14, -0.20, -0.08, -0.64, -0.02, -0.23, 0.08, 0.07, 0.08, 0.11, 0.12, 0.10, 0.11, 0.11, 0.09, 0.12, 0.11, 0.11, -0.02, -0.31, 0.00, -0.36, 0.03, 0.05, -0.04, 0.08, 0.07, 0.08, 0.10, 0.09, 0.07, 0.06, 0.05, -0.10, -0.25, -0.63, 0.01, -0.07, -0.72, 0.11, 1.08, 0.07, 0.06, 0.07, 0.11, 0.10, 0.06, 0.10]}

{"formula": "C7H21BN9O7", "method": "ωB97M-V/def2-TZVPD", "homo_ev": -4.8, "charge": -1, "symbols": ["N", "C", "O", "B", "O", "C", "C", "O", "H", "H", "H", "H", "H", "C", "O", "N", "N", "H", "H", "H", "H", "C", "O", "N", "N", "H", "H", "H", "H", "C", "O", "N", "N", "H", "H", "H", "H", "C", "O", "N", "N", "H", "H", "H", "H"], "xyz": [[-1.495, -3.137, 0.690], [-1.333, -3.138, -0.463], [-1.005, -3.248, -1.674], [-0.119, -2.104, -2.260], [0.577, -1.410, -1.165], [0.353, -0.029, -1.387], [-0.477, 0.147, -2.683], [-1.046, -1.140, -2.849], [0.730, -2.552, -3.019], [-0.344, 0.272, -0.592], [1.238, 0.586, -1.238], [-1.205, 0.923, -2.457], [0.058, 0.420, -3.600], [2.372, 2.938, 0.714], [1.420, 2.230, 0.461], [2.843, 3.873, -0.179], [3.055, 2.882, 1.901], [3.627, 4.469, 0.002], [2.367, 3.940, -1.059], [2.744, 2.214, 2.589], [3.838, 3.469, 2.112], [0.529, 3.592, 4.565], [1.184, 2.573, 4.693], [-0.198, 4.125, 5.600], [0.470, 4.285, 3.393], [-0.746, 4.960, 5.521], [-0.175, 3.635, 6.474], [0.990, 3.911, 2.618], [-0.054, 5.129, 3.270], [2.028, -5.223, 2.466], [3.160, -5.580, 2.772], [1.719, -3.965, 2.074], [0.960, -6.084, 2.496], [0.788, -3.676, 1.817], [2.461, -3.294, 2.025], [1.139, -7.028, 2.778], [0.029, -5.809, 2.243], [-3.667, -0.087, -4.716], [-2.732, 0.621, -4.416], [-4.868, 0.402, -5.189], [-3.583, -1.441, -4.588], [-5.645, -0.179, -5.432], [-4.949, 1.396, -5.283], [-2.712, -1.796, -4.214], [-4.325, -2.074, -4.814]], "forces_ev_per_a": [[-0.39, -0.06, -0.12], [0.89, -0.31, 0.35], [-0.22, -0.03, -0.07], [0.54, 0.77, 0.34], [0.10, 0.04, -0.96], [-1.10, -0.04, 0.99], [0.61, -0.65, 0.49], [-0.20, 0.06, -0.11], [-0.43, -0.56, -0.21], [0.22, 0.31, 0.10], [0.23, -0.14, -0.43], [-0.35, -0.14, -0.43], [0.27, 0.11, 0.15], [0.27, -0.03, -0.13], [-0.06, 0.23, 0.21], [-0.05, 0.11, 0.00], [-0.15, -0.06, 0.05], [0.03, -0.04, 0.01], [0.00, -0.05, 0.00], [-0.04, 0.04, 0.03], [0.01, -0.02, -0.01], [-0.03, 0.05, -0.07], [0.09, 0.01, 0.05], [0.04, 0.01, 0.08], [0.10, 0.05, -0.01], [-0.02, -0.02, -0.05], [-0.01, -0.03, -0.02], [-0.07, -0.04, -0.03], [-0.07, -0.04, 0.03], [-0.08, 0.06, -0.07], [-0.03, -0.05, 0.03], [-0.02, 0.16, 0.10], [-0.07, -0.13, 0.09], [-0.08, 0.04, -0.17], [0.01, -0.02, -0.07], [0.03, 0.01, -0.01], [0.04, 0.08, -0.07], [0.14, -0.70, 0.24], [-0.20, 0.89, -0.34], [0.00, 0.09, -0.05], [-0.04, -0.13, -0.22], [0.03, -0.04, 0.03], [0.02, 0.00, 0.02], [0.07, 0.17, 0.25], [-0.05, 0.05, 0.02]], "lowdin_charge": [0.09, -0.43, 0.09, -0.75, -0.05, -0.19, -0.20, -0.05, 0.11, 0.11, 0.09, 0.10, 0.11, -0.68, 0.05, 0.14, 0.15, 0.08, 0.10, 0.10, 0.09, -0.68, 0.02, 0.14, 0.16, 0.08, 0.10, 0.07, 0.09, -0.70, -0.01, 0.17, 0.14, 0.07, 0.10, 0.09, 0.09, -0.67, 0.04, 0.13, 0.16, 0.08, 0.09, 0.09, 0.08]}

no.,molecular weight (g/mol)
1,120.1
2,111.2
3,276.2
4,81.1
5,315.4
6,228.0
7,1016.2
8,354.1